This record from the Open Molecules 2025 dataset describes a cluster of 13 separate species, C32H97N7O15 in total. The level of theory is ωB97M-V/def2-TZVPD.

```
151
Properties=species:S:1:pos:R:3:forces:R:3:mulliken_charge:R:1
H -9.644392 0.531636 -1.568134 0.0 0.1 0.0 0.39
H 4.419818 3.050420 -0.804328 -0.3 0.1 0.2 0.25
O -5.180473 1.043896 -0.987898 -0.6 -0.2 -0.2 -0.56
C -0.659516 -2.532163 -4.808869 -1.3 -1.4 -0.8 1.45
C 7.718364 3.073997 -0.012127 0.2 0.1 -1.0 0.68
C 0.503548 0.243830 0.454431 -0.1 0.2 -0.7 0.06
H -1.309284 -1.715723 -5.140434 0.3 0.2 0.1 -0.42
C 8.857131 3.005027 -1.045602 0.2 0.4 0.4 -1.66
H 1.406051 3.470377 1.877464 0.2 -0.1 0.0 -0.09
C -1.018536 -5.307610 1.253271 0.1 -0.9 0.2 -1.78
H -0.805717 -3.544567 -6.621008 -0.3 0.1 0.4 0.26
H -6.299027 -0.628552 -0.492912 0.2 0.1 -0.5 -0.12
O 4.904441 -1.528639 -0.694349 -0.4 0.5 0.0 -0.71
C -0.977086 -2.842486 -3.362717 0.3 0.7 0.5 -1.19
O -5.169631 -2.129388 4.058572 0.2 1.1 -1.9 -0.26
H 2.384941 -0.244810 -5.941544 0.0 0.2 -0.1 0.27
C 1.924758 0.206081 0.947372 0.3 -0.2 0.5 1.03
O -0.341918 -0.166222 1.517037 -0.3 1.0 -0.4 -0.22
H -3.327639 1.613003 -1.621471 0.0 0.2 0.0 0.29
O -2.120147 2.476894 -3.856391 -0.8 -0.5 -0.1 -0.28
H -4.739670 -2.232754 6.047367 -0.2 -0.1 -0.1 0.30
C 6.208492 1.619917 2.026587 -0.6 -0.6 0.5 -0.07
H -6.447520 -2.063940 5.646157 -0.1 -0.3 0.0 0.32
H -6.522038 -0.557820 4.054420 0.2 -0.1 -0.1 0.45
H 3.999442 -1.540458 6.006079 -0.1 0.2 -0.1 0.30
H 3.114839 3.100484 2.199632 0.1 0.0 -0.1 0.02
H 1.972441 5.505662 3.051120 0.0 0.1 -0.2 0.32
C 8.204387 2.603348 1.339184 0.0 0.0 -0.4 -0.72
N -7.557344 2.098905 -2.087611 0.3 -0.2 0.0 -0.76
H -3.221705 2.027246 -7.165010 -0.2 0.0 0.3 0.38
H -2.818852 3.348220 -5.976611 -0.2 -0.3 0.1 0.30
H -6.595744 1.028315 2.408793 0.3 0.0 0.0 0.39
H 2.095052 0.980370 1.702909 -0.2 -0.1 0.2 -0.63
H -3.585459 -0.145397 -1.590137 -0.1 0.2 0.0 0.00
H 5.429120 1.703427 2.789621 0.2 0.1 0.0 -0.16
C 2.190466 -1.106735 -6.579376 -0.1 -0.7 0.1 -0.79
H 2.244939 -0.873899 -7.637898 0.0 0.3 0.0 0.25
N 3.690958 -3.156755 3.915513 0.2 0.3 -0.1 -0.63
H 4.854034 0.660274 6.916103 0.1 -0.1 -0.1 0.30
H -6.165822 -0.347972 -2.249873 0.1 0.3 0.0 0.70
N -5.617919 0.975232 2.111487 0.0 -0.8 0.3 -0.77
C 4.873102 1.001705 5.873519 -0.6 -0.1 -0.5 -0.92
C 0.788231 -2.204701 -5.046599 -0.2 0.2 0.2 -0.79
H -1.755155 -5.267301 2.066340 0.0 0.0 -0.1 0.42
C -7.551429 0.929177 -1.181100 0.0 0.9 -0.7 0.52
H -0.442576 2.274402 -6.040512 -0.2 -0.2 -0.2 0.24
H -0.457726 -3.731110 -3.000690 -0.1 0.0 0.0 0.36
C -1.703547 1.383349 -4.644459 -0.3 -0.8 1.8 -0.66
H 2.960447 -1.859755 -6.361770 -0.1 0.0 0.0 0.35
H -1.917422 -2.238810 0.054502 0.2 -0.4 -0.3 0.17
H -5.589450 -3.609730 5.320077 -0.1 -0.2 0.1 0.23
H 3.100563 3.830936 -0.636207 0.1 -0.2 0.1 0.22
H -0.806262 2.752949 3.132320 -0.2 -0.2 0.1 0.18
H 3.056991 1.274441 -0.272621 -0.3 -0.8 0.3 0.29
C 1.887347 -1.500650 4.176470 0.2 -0.4 -0.5 -0.64
H -3.258225 -1.521971 2.289208 0.1 0.0 0.0 0.09
C -2.438676 2.601935 -6.674854 0.3 0.9 -1.0 -1.61
H 3.635025 -1.211303 3.024123 0.2 -0.5 -0.2 -0.08
H 1.118049 -1.480448 -4.283113 0.2 -0.2 -0.1 0.32
H -3.121314 0.158412 2.875116 0.2 -0.2 -0.1 0.14
H 4.649080 -3.314655 3.605820 -0.1 0.0 0.2 0.28
N 7.152474 4.416136 0.030760 -0.2 0.5 0.3 -0.65
H -4.337501 0.831428 -2.862455 0.1 0.2 0.1 0.51
C 4.187218 -1.037377 5.031814 0.8 -1.1 0.4 -1.11
H -0.274188 -2.125626 1.716292 -0.1 -0.2 0.0 0.21
N -0.201714 -3.130177 1.902515 -1.0 -0.4 -0.7 -0.49
H -2.291139 2.429709 2.772924 0.3 -0.1 0.0 0.25
H -7.592841 1.310129 -0.156471 -0.4 0.0 0.0 0.27
H 8.652505 1.607796 1.240099 0.4 0.1 0.1 0.35
H 7.860467 5.096820 0.315976 -0.1 -0.2 -0.2 0.28
H -0.971677 0.523396 -7.714708 0.0 0.2 0.1 0.27
H 3.611318 -3.501799 4.871671 0.0 -0.3 -0.3 0.27
C 2.255246 3.662861 2.556192 -0.4 -0.8 -0.7 0.45
H 1.600562 -0.493382 3.882204 0.0 0.1 0.3 -0.20
H -0.486578 3.645402 -4.339469 0.1 -0.1 0.2 0.36
H 1.667881 -3.338898 1.176722 0.5 -0.5 0.2 0.30
H 6.916129 2.437240 -0.395252 0.1 -0.2 0.1 0.13
H -6.750897 2.677674 -1.845966 -0.2 -0.1 0.0 0.33
H -2.760546 -3.396997 1.058846 0.2 0.0 -0.1 0.24
C -5.453264 -0.754254 3.841329 0.2 0.0 -0.2 -0.81
H 4.623796 2.061497 5.848429 0.0 0.0 0.0 0.21
H 5.706901 1.763752 1.064896 0.2 0.0 0.0 0.05
H -8.507397 -0.411955 -2.532240 -0.1 0.0 0.1 0.35
H -0.842434 0.882435 -4.159587 0.0 0.1 -0.2 0.25
C -1.400619 1.712184 -6.050606 1.1 0.1 -0.9 0.90
C -4.058087 0.833659 -1.799842 0.3 -0.8 -0.3 -0.65
C -6.272815 0.159513 -1.280643 0.8 -0.6 1.1 -0.54
O 2.605989 5.004912 2.527849 0.3 1.1 0.1 -0.53
H 6.601498 0.593173 2.087283 0.0 0.1 -0.2 0.34
O 2.892697 0.324325 -0.053935 0.5 0.9 -1.0 -0.21
H -4.087730 -4.199516 -2.101535 0.0 0.1 -0.1 0.37
C -5.121565 -0.414312 2.396485 -0.1 0.6 -0.7 0.91
C -0.742116 -3.927611 0.751347 1.0 0.4 0.4 0.23
H 4.221499 -0.838054 -0.510234 0.4 -0.7 -0.1 0.39
C -1.152813 3.399475 -3.502852 0.4 0.8 0.1 -0.59
H 0.244021 1.239133 0.053807 -0.1 -0.1 0.4 0.60
H 2.073940 -0.777574 1.398908 0.0 0.1 0.2 -0.69
H 6.447015 4.456592 0.768856 0.1 0.0 -0.1 0.25
H -3.323482 -0.163327 1.145464 -0.1 0.0 -0.1 0.32
N -1.292808 0.439673 -6.758550 0.0 -0.2 0.1 -0.54
H -2.527721 0.664277 -4.601519 0.0 0.1 -0.1 0.33
H 1.347116 -2.179297 3.512029 -0.1 0.0 0.2 0.10
H -4.480926 -3.472572 -0.524915 0.2 -0.1 -0.1 0.31
H -7.347514 1.752080 -3.029265 -0.2 0.2 0.2 0.31
H -3.611627 -2.501837 -1.724805 0.0 -0.2 0.0 -0.17
H 1.829965 2.082903 3.912784 0.0 -0.1 0.1 0.01
O 0.566099 3.656401 4.296327 0.2 -0.3 -0.3 -0.59
H 1.595641 -1.692633 5.210044 0.0 0.0 0.0 0.51
H -0.905370 -3.326313 2.622663 0.6 0.3 0.2 0.39
C -5.510158 -2.528721 5.307827 0.0 -0.2 2.1 -0.79
C -1.999414 -3.329489 0.248184 -1.9 0.8 0.0 0.05
H 8.661086 3.725941 -1.841561 -0.1 -0.2 -0.1 0.44
O -1.389250 2.080090 2.732371 0.0 0.5 0.0 -0.45
H -5.656719 -1.118087 1.728322 0.3 -0.1 0.4 0.04
H -5.654234 1.081872 1.100347 0.3 0.2 0.1 0.15
C -3.722734 -3.526642 -1.329880 -0.6 0.3 0.3 -0.40
H -0.706136 -1.991656 -2.709713 0.2 -0.3 -0.2 0.04
O 3.550916 3.017973 -0.368671 0.4 0.2 -0.3 -0.49
H 0.414150 -0.410895 -0.428206 -0.1 -0.2 0.4 -0.24
O 7.206538 2.565547 2.310226 -0.8 0.2 0.4 -0.35
H -0.578168 3.073721 -2.625001 0.2 -0.1 -0.2 0.06
H -0.112066 -5.773439 1.640367 0.0 0.0 0.0 0.41
H -0.770907 0.659235 1.845896 0.1 -0.7 0.2 -0.03
H 9.828584 3.290055 -0.614537 -0.2 0.0 0.1 0.33
C -3.599978 -0.499698 2.143849 -0.9 0.3 0.4 -0.99
O 2.577247 -3.707705 1.188633 -0.2 0.8 0.5 -0.77
H -1.962700 3.203317 -7.466575 -0.1 -0.2 0.0 0.39
H 2.856251 -3.484372 2.109564 -0.1 -0.5 -0.6 0.43
H -0.006452 -3.980747 -0.059152 0.1 0.1 0.1 0.26
H 5.856792 0.845028 5.416874 0.0 0.1 0.2 0.40
H -4.855376 -0.103446 4.509306 -0.1 -0.3 -0.1 0.34
H 0.634364 4.520051 4.709046 0.1 0.0 0.1 0.33
H 5.263870 -1.205427 4.822787 -0.2 0.2 0.0 0.41
H -0.679312 -0.230297 -6.291983 0.0 0.4 -0.3 -0.02
O 0.893596 -1.635049 -6.334846 0.5 0.1 -0.1 -0.37
O 3.889862 0.309946 5.088538 0.4 1.2 0.5 -0.02
H 8.887051 3.377940 1.681376 0.5 -0.3 0.1 0.36
H -1.412912 -5.944201 0.461265 -0.1 0.0 0.0 0.35
C 3.391375 -1.726237 3.960854 -0.9 0.7 0.0 0.92
C -8.689893 0.014753 -1.538157 -0.4 -0.4 0.1 -1.53
H 8.979014 2.005262 -1.455888 -0.1 0.0 -0.1 0.37
H -8.772825 -0.817001 -0.832217 0.0 0.0 -0.1 0.35
C 1.875846 3.169497 3.903808 -0.3 0.3 0.9 -0.31
H 4.411971 -2.358038 -0.719889 0.0 0.1 0.2 0.30
H 1.379991 -3.132378 -4.999431 0.1 0.2 0.2 0.44
H -2.040851 -2.952018 -3.206970 -0.2 -0.4 -0.2 0.29
O -2.518636 -4.044386 -0.864788 0.8 0.1 0.2 -0.42
N -1.134682 -3.696889 -5.659294 1.0 0.4 0.2 -0.82
H 2.616783 3.522406 4.630081 0.0 -0.3 0.0 0.37
H -1.678917 4.319354 -3.226965 0.1 -0.1 0.0 0.27
H -0.612371 -4.533714 -5.369780 -0.3 0.3 0.1 0.32
```
Positions in Å, forces in eV/Å.

Results
Energy above the lowest of the compared OMol25 structures with the same formula, charge and spin   0.0 kJ/mol
HOMO energy   -9.05 eV
2S+1   1
Electronic energy   -75896.7800 eV
E_LUMO   0.02 eV